Record 1
Here is the molecule C3H4N4O in a non-equilibrium geometry from the OMol25 dataset. Energies are from the ωB97M-V functional and the def2-TZVPD basis.

Calculated values
- electronic energy (Eh) = -410.8804
- SMILES string = [H]/N=C(\N)c1ncno1
- LUMO (eV) = 0.168
- ΔE to the lowest compared entry with this formula, charge and spin (kJ/mol) = 322.6
- maximum force (Eh/bohr) = 0.1132
- gap between HOMO and LUMO (eV) = 10.476
- charge = 0

Positions of all 12 atoms, in Å:
H: 0.7128 1.6222 -2.4915
N: 0.9365 1.5310 -1.3684
C: 0.1407 0.5926 -1.3146
N: -0.3066 -0.3292 -2.2200
C: -0.1843 0.1190 0.0804
N: -1.1588 -0.6294 0.6141
C: -0.7345 -0.9275 1.8473
N: 0.5471 -0.5696 2.0978
O: 0.8585 0.2488 0.9821
H: -0.4125 0.1457 -3.2024
H: -1.2619 -0.7028 -2.0449
H: -1.3645 -1.7790 2.3387

***

Record 2
Here is the molecule CH3N5 in a non-equilibrium geometry from the OMol25 dataset. Energies are from the ωB97M-V functional and the def2-TZVPD basis.

Calculated values
- electronic energy (Eh) = -313.5888
- SMILES string = [H]/N=c1/nn[nH][nH]1
- LUMO (eV) = 0.375
- ΔE to the lowest compared entry with this formula, charge and spin (kJ/mol) = 184.2
- maximum force (Eh/bohr) = 0.0721
- gap between HOMO and LUMO (eV) = 9.791
- charge = 0

Positions of all 9 atoms, in Å:
H: -2.4453 0.4329 -0.0294
N: -1.9908 -0.5245 -0.0321
C: -0.7053 -0.3842 -0.0948
N: 0.2240 -1.5073 0.0297
N: 1.3607 -1.1067 -0.0234
N: 1.3920 0.2495 0.0444
N: 0.0552 0.7585 -0.1172
H: 2.1510 0.6755 -0.5420
H: -0.0415 1.4062 0.7648

***

Record 3
Here is a structure of composition C11H23N3O5Tb from the OMol25 dataset. Energies are from the ωB97M-V functional and the def2-TZVPD basis.

Calculated values
- spin multiplicity = 7
- electronic energy (Eh) = -1797.7025
- ⟨S²⟩ = 12.690
- LUMO (spin up / spin down) (eV) = -3.323 / -3.320
- ΔE to the lowest compared entry with this formula, charge and spin (kJ/mol) = 0.0
- maximum force (Eh/bohr) = 0.0138
- gap between HOMO and LUMO (spin up / spin down) (eV) = 7.830 / 7.791
- charge = +1

Positions of all 43 atoms, in Å:
Tb: -1.7946 0.4446 -0.0517
O: 1.1296 0.8304 -0.5812
C: 1.8642 2.0598 -0.5614
C: 1.0019 3.3265 -0.5975
N: -0.2229 3.2824 0.1794
C: -1.4180 3.8356 -0.4522
C: -2.1680 2.6559 -1.0671
O: -3.2466 2.2562 -0.5788
O: -1.4773 1.8364 -1.7784
C: -0.1598 3.1521 1.6344
C: -0.8171 1.8032 1.9163
O: -0.1567 0.7164 1.7416
O: -2.0693 1.7388 1.9195
H: 0.9065 0.6902 0.3572
H: 2.5145 2.0692 -1.4362
H: 2.5090 2.0667 0.3228
H: 0.7072 3.5181 -1.6267
H: 1.6460 4.1583 -0.2770
H: -1.1671 4.5649 -1.2244
H: -2.0540 4.3116 0.2917
H: -0.6971 3.9538 2.1425
H: 0.8828 3.1507 1.9508
C: -2.9233 -1.6064 -0.4655
H: -3.9865 -1.3688 -0.5965
H: -2.9027 -2.3705 0.3274
H: -2.6259 -2.0963 -1.4057
N: 1.9216 -3.7842 0.0072
C: 1.1227 -3.5111 -1.2468
C: 0.6729 -2.0601 -1.2227
N: -0.0805 -1.7290 -0.0178
C: 0.6703 -2.0302 1.1949
C: 1.1210 -3.4799 1.2529
H: 2.7540 -3.1900 -0.0007
H: 2.2484 -4.7502 0.0201
H: 0.2811 -4.2035 -1.2241
H: 1.7598 -3.7451 -2.0978
H: 0.0604 -1.8712 -2.1047
H: 1.5285 -1.3840 -1.2871
H: -0.9803 -2.2061 -0.0231
H: 0.0722 -1.8002 2.0745
H: 1.5416 -1.3692 1.2381
H: 0.2773 -4.1699 1.2425
H: 1.7543 -3.6962 2.1114

***

Record 4
Here is the ion C6H10N with charge +1 in a non-equilibrium geometry from the OMol25 dataset. Energies are from the ωB97M-V functional and the def2-TZVPD basis.

Calculated values
- electronic energy (Eh) = -289.0031
- SMILES string = C[C@@H]1[NH2+][C@H]2C=C[C@@H]12
- LUMO (eV) = -3.245
- ΔE to the lowest compared entry with this formula, charge and spin (kJ/mol) = 209.7
- maximum force (Eh/bohr) = 0.1170
- gap between HOMO and LUMO (eV) = 11.252
- charge = +1

Positions of all 17 atoms, in Å:
C: 2.0984 0.4231 -0.1484
C: 0.6971 0.2084 0.4401
N: 0.1711 -1.1628 0.2493
C: -0.8824 -0.6731 -0.7624
C: -2.0069 -0.3370 0.1350
C: -1.6007 0.9119 0.3337
C: -0.4059 0.8048 -0.5717
H: 2.1774 -0.1029 -1.1540
H: 2.8219 0.1189 0.4995
H: 2.2391 1.4821 -0.1937
H: 0.3938 0.4112 1.4704
H: -0.4964 -1.3573 0.9950
H: 0.8180 -1.8860 0.0018
H: -1.0802 -1.2149 -1.7199
H: -2.8931 -0.8838 0.6292
H: -1.9489 1.7677 1.0216
H: -0.1022 1.4896 -1.2255

***

- The lowest maximum force belongs to which entry?
  C11H23N3O5Tb